Computed, not measured: a structure of composition C28H48GeN2O4Si3Ti at a distorted geometry, with wB97M-V/def2-TZVPD.

The geometry in XYZ format:
```
87
Properties=species:S:1:pos:R:3:forces:R:3:mulliken_charge:R:1
Ti 0.842937 0.035305 -0.204035 0.4 -1.3 -0.3 -0.02
O 3.022345 0.183065 -0.721070 0.0 -0.1 0.0 -0.44
C 3.826937 1.091068 -0.493186 0.1 -0.1 -0.1 -0.58
C 3.482192 2.454711 -0.243901 -0.6 0.2 0.1 0.76
C 4.477791 3.432104 -0.188354 0.3 0.1 0.0 -0.52
C 4.133212 4.753197 -0.066702 -0.4 -0.4 0.0 -0.53
C 2.783870 5.139992 -0.021111 0.3 0.0 0.0 -0.65
C 1.796510 4.194066 -0.032307 -0.2 -0.2 0.0 -0.49
C 2.108401 2.815344 -0.102122 0.5 0.3 0.0 0.12
O 1.182322 1.911762 -0.035518 0.4 1.4 0.3 0.05
N 5.173178 5.764121 -0.001946 0.4 0.3 0.0 1.03
O 6.332865 5.390134 -0.009255 -0.2 0.0 0.0 -0.62
O 4.829018 6.930161 0.056118 0.0 -0.1 0.0 -0.63
H 4.898539 0.844931 -0.496853 0.0 0.0 -0.1 0.40
H 5.522143 3.156841 -0.262624 0.0 0.0 0.0 0.56
H 2.551723 6.194149 0.023973 0.0 0.0 0.0 0.54
H 0.754554 4.472110 0.007382 0.0 0.0 0.0 0.27
C -2.114537 0.074301 -3.428357 -0.1 -0.2 0.2 -1.20
Si -2.983943 -0.347049 -1.783439 -0.1 -0.2 -0.1 0.89
C -4.778752 0.251156 -1.920415 0.2 0.1 0.2 -1.23
C -3.127499 -2.209066 -1.439946 0.2 0.2 -0.1 -1.06
Ge -1.626664 0.606075 -0.054178 -1.0 0.0 -0.1 0.22
Si -2.347167 -0.274483 2.052059 0.0 -0.2 0.4 0.53
C -1.278424 0.549284 3.398093 -0.2 0.0 -0.2 -1.19
C -4.173484 0.055390 2.439258 0.2 0.1 -0.2 -1.09
C -2.101383 -2.157036 2.085572 -0.1 0.2 -0.1 -0.76
Si -2.102358 2.948380 -0.058555 -0.2 0.3 -0.1 1.01
C -1.387873 3.891610 1.431305 0.1 -0.2 -0.1 -1.23
C -3.964831 3.297383 -0.002024 0.2 -0.2 0.0 -1.10
C -1.486608 3.706109 -1.691670 0.1 -0.1 0.2 -1.18
H -2.272109 -0.688977 -4.192514 0.0 0.0 0.0 0.45
H -1.038723 0.185431 -3.281122 0.0 0.0 -0.1 0.18
H -2.490801 1.019706 -3.825901 0.0 0.0 0.1 0.35
H -5.357905 -0.418528 -2.560413 0.1 -0.1 0.0 0.38
H -4.855929 1.256935 -2.336224 0.0 0.0 0.0 0.31
H -5.249043 0.259018 -0.934529 0.0 0.0 0.0 0.31
H -3.346629 -2.786991 -2.340452 0.0 0.0 0.0 0.50
H -3.947823 -2.367059 -0.735034 0.0 0.0 0.0 0.29
H -2.220591 -2.611562 -0.986808 0.0 0.0 0.0 0.11
H -1.652303 1.550764 3.622575 0.0 0.0 0.0 0.34
H -0.244328 0.653862 3.060738 -0.1 0.1 0.1 0.18
H -1.268468 -0.017683 4.331562 0.0 -0.1 0.0 0.46
H -4.391212 1.124240 2.483120 0.0 0.0 0.0 0.27
H -4.475330 -0.388327 3.390510 0.1 0.0 0.0 0.39
H -4.797706 -0.377599 1.654018 0.0 0.0 0.0 0.25
H -1.242415 -2.446702 1.477092 0.0 -0.1 0.0 -0.14
H -2.981486 -2.659157 1.678213 0.0 0.0 0.0 0.41
H -1.949502 -2.533777 3.099227 0.0 0.1 0.0 0.46
H -2.065531 3.804142 2.283339 0.0 0.0 0.0 0.43
H -1.279518 4.957746 1.214382 0.0 0.0 0.0 0.46
H -0.415152 3.510332 1.747069 0.0 0.0 0.0 0.24
H -4.405774 2.923797 0.924544 0.0 0.0 0.0 0.24
H -4.483388 2.815600 -0.831764 0.0 0.0 0.0 0.21
H -4.167484 4.369816 -0.058058 0.1 0.0 0.0 0.38
H -0.482620 3.365419 -1.952725 0.0 0.0 0.0 0.20
H -1.476058 4.798764 -1.657584 0.0 0.0 0.0 0.44
H -2.152195 3.409966 -2.505849 0.0 0.0 0.0 0.37
C 3.383742 -1.822037 2.158704 -0.1 -0.2 0.2 -1.45
C 2.162907 -2.687181 2.502183 -0.1 0.3 -0.1 0.14
C 1.060769 -1.809634 3.103028 0.3 -0.3 0.0 -0.95
C 1.762531 -3.519775 1.290569 -0.1 0.4 -0.2 0.10
C 1.868903 -4.895175 1.405416 0.0 -0.2 0.0 -0.68
C 1.724432 -5.732890 0.313351 0.0 0.0 0.0 -1.27
C 1.588180 -5.167463 -0.940100 0.0 -0.2 0.1 -0.63
C 1.471711 -3.797502 -1.122428 0.0 0.5 0.2 -0.43
C 1.421383 -3.313480 -2.563222 -0.2 0.3 0.0 0.02
C 2.244528 -2.057282 -2.867180 0.0 -0.3 0.1 -1.06
C -0.016312 -3.093572 -3.033534 0.2 -0.1 0.0 -0.93
C 1.414702 -2.949784 0.024555 0.3 -1.5 0.3 0.66
N 1.000276 -1.649783 -0.063265 0.1 0.8 -0.2 0.93
H 3.787753 -1.354451 3.059021 0.0 0.0 0.0 0.49
H 3.089071 -1.045019 1.457891 0.1 0.1 -0.1 -0.02
H 4.168717 -2.421602 1.696592 0.0 0.0 0.0 0.41
H 2.473270 -3.396169 3.274422 0.0 0.0 0.0 0.78
H 0.686880 -1.114484 2.351485 -0.1 0.0 0.1 -0.33
H 1.459048 -1.241143 3.945592 0.0 0.1 0.0 0.55
H 0.225457 -2.411361 3.456598 0.0 0.1 0.0 0.28
H 2.075359 -5.329414 2.377295 0.0 0.1 0.0 0.42
H 1.762784 -6.807700 0.430710 0.1 0.0 0.0 0.38
H 1.569058 -5.811747 -1.812620 0.0 0.0 0.0 0.42
H 1.853626 -4.121680 -3.160107 0.0 0.0 0.0 0.65
H 1.727270 -1.167424 -2.507488 0.0 0.1 -0.1 -0.24
H 2.371997 -1.958760 -3.946059 0.0 0.1 0.0 0.49
H 3.228146 -2.094247 -2.399758 0.0 0.1 0.0 0.38
H -0.452093 -2.292328 -2.440252 -0.2 0.1 0.0 -0.30
H -0.619790 -3.992575 -2.908059 0.0 0.0 0.0 0.40
H -0.029282 -2.808618 -4.086973 -0.1 0.1 0.0 0.46
```
Forces are in eV/Å.

Output
HOMO in eV: -7.85
E in Ha: -5301.0777
Frontier orbital gap in eV: 6.5



Computed, not measured: a cluster of 10 separate species, C28H48N11O20S2 in total at a distorted geometry, with wB97M-V/def2-TZVPD.

The geometry in XYZ format:
```
109
Properties=species:S:1:pos:R:3:forces:R:3:mulliken_charge:R:1
C 0.380945 1.527641 2.644516 0.1 0.1 -0.6 -0.07
C 0.401125 0.014060 2.583167 -0.1 -0.2 -0.1 0.53
O 1.349864 -0.593969 2.160662 -0.1 0.1 0.3 -0.55
O -0.722596 -0.561015 3.073507 0.4 -0.1 0.1 -0.30
C -1.785708 -0.715863 2.052259 -0.3 -0.3 -0.2 0.74
N -1.595362 -1.822735 1.247851 -0.1 0.0 0.1 -0.46
C -2.543285 -1.788192 0.157260 1.0 -0.1 0.3 -0.71
C -1.821193 -2.086463 -1.174737 -0.3 0.0 0.0 -0.78
C -2.487666 -1.480079 -2.419261 0.2 -0.4 0.3 -0.57
S -1.187828 -1.016567 -3.626533 0.2 -0.1 -0.3 -0.07
C -1.303254 0.761117 -3.578198 0.1 0.6 0.0 0.16
S -2.590902 1.534453 -4.212678 -0.1 0.0 0.1 -0.28
N -0.279557 1.501257 -2.926555 -0.5 -1.4 0.7 0.30
C 0.929526 0.788234 -2.624578 0.3 0.2 -0.2 -0.16
C 1.614055 0.195968 -3.686385 0.0 0.1 0.0 0.12
C 2.785706 -0.512336 -3.477077 -0.2 0.1 0.1 -0.60
C 3.304695 -0.616792 -2.190600 -0.1 0.2 0.1 -0.45
C 2.645203 0.000074 -1.135284 0.1 -0.1 -0.1 -0.71
C 1.463810 0.699765 -1.345814 0.1 0.0 0.1 0.14
C -0.815392 2.281201 -1.830738 0.1 0.8 -0.3 -1.08
C -1.503224 1.682974 -0.783517 0.0 0.0 0.0 1.10
C -2.016814 2.460352 0.245487 -0.1 0.1 -0.3 -1.16
C -1.844903 3.840623 0.230049 0.1 -0.2 0.0 -0.67
C -1.138623 4.432335 -0.810981 -0.1 0.0 0.2 -0.67
C -0.628171 3.655622 -1.843615 -0.1 0.1 0.2 -0.31
H -0.627761 1.915273 2.517584 0.0 0.0 0.2 0.06
H 0.992244 1.914420 1.829518 0.1 0.1 0.1 0.17
H 0.816021 1.894357 3.574183 -0.1 -0.1 0.1 -0.07
H -1.800023 0.253945 1.491976 -0.1 -0.2 0.2 -1.17
H -2.709496 -0.726295 2.685951 0.1 0.2 0.2 0.21
H -3.339319 -2.540758 0.304211 -0.4 0.2 -0.1 0.39
H -3.006590 -0.784809 0.065663 -0.3 -0.1 -0.1 0.43
H -1.749356 -3.167986 -1.302691 0.2 0.0 0.0 0.35
H -0.808686 -1.703729 -1.057910 0.0 0.0 0.0 0.22
H -3.079793 -2.230232 -2.936714 -0.2 0.3 0.1 0.43
H -3.096425 -0.618988 -2.152761 0.0 0.1 -0.3 0.49
H 1.210683 0.287033 -4.687531 0.0 0.0 0.0 0.53
H 3.274713 -0.978817 -4.318412 0.0 0.0 0.0 0.48
H 4.216989 -1.163106 -1.994609 0.0 -0.1 0.0 0.34
H 3.037511 -0.066608 -0.129275 -0.1 0.0 0.0 0.41
H 0.982968 1.155310 -0.493058 -0.1 0.0 -0.1 -0.07
H -1.620705 0.605979 -0.762893 0.0 0.0 0.0 0.24
H -2.554950 1.962484 1.041993 0.0 0.2 0.0 0.73
H -2.246644 4.431996 1.041883 0.0 0.1 0.0 0.56
H -0.993665 5.505121 -0.811308 0.0 0.0 -0.1 0.38
H -0.100678 4.119986 -2.665204 0.0 -0.1 -0.1 0.48
C -3.144144 -5.577305 -5.584894 0.1 0.0 -0.1 -0.73
N -2.541006 -4.770329 -4.491612 0.1 0.0 0.0 0.94
O -1.332078 -4.700031 -4.439076 0.0 0.0 0.0 -0.53
O -3.305447 -4.240869 -3.712264 -0.1 -0.2 -0.1 -0.54
H -2.339065 -5.985546 -6.183345 0.0 0.0 0.0 0.27
H -3.728938 -6.364921 -5.123084 -0.1 0.1 0.0 0.27
H -3.777407 -4.916803 -6.169642 0.0 0.0 0.1 0.30
C 6.619068 -1.241636 -3.659502 0.1 0.0 0.0 -0.84
N 6.317469 -1.578308 -5.074232 0.0 -0.1 -0.1 0.94
O 7.250975 -1.738022 -5.837932 0.1 0.0 0.0 -0.57
O 5.151577 -1.675420 -5.383802 0.1 -0.1 -0.1 -0.53
H 7.694787 -1.190351 -3.547588 0.0 0.0 0.0 0.34
H 6.141862 -0.290024 -3.443477 -0.1 0.0 0.0 0.35
H 6.190269 -2.030735 -3.049399 0.0 0.0 0.0 0.29
C 3.348870 4.181912 4.584709 0.2 0.0 0.2 -0.62
N 3.324430 3.980396 3.113093 -0.1 -0.1 0.2 0.89
O 4.344664 3.648959 2.551292 0.0 0.1 0.0 -0.56
O 2.244300 4.151137 2.587762 0.0 0.1 -0.2 -0.46
H 4.348111 3.995601 4.959225 0.0 0.0 -0.1 0.31
H 3.037021 5.203033 4.778911 -0.1 0.0 0.0 0.22
H 2.632596 3.482471 5.003967 -0.1 0.1 0.0 0.21
C 7.062937 -5.048502 -6.536225 0.0 0.0 -0.1 -0.66
N 6.730542 -5.620257 -5.203320 0.0 0.0 0.0 0.86
O 6.705516 -6.827170 -5.089883 0.0 0.0 0.0 -0.54
O 6.512012 -4.828256 -4.310725 0.0 0.0 0.1 -0.51
H 7.239632 -5.863853 -7.226838 0.0 0.0 0.0 0.31
H 6.223007 -4.433634 -6.845663 0.0 0.1 0.1 0.27
H 7.948057 -4.433905 -6.405402 -0.1 0.1 0.0 0.25
C -0.490904 6.597686 4.607328 0.2 0.1 0.0 -0.58
N 0.670547 6.716961 5.529765 0.1 0.0 0.0 0.97
O 1.310111 7.748822 5.515544 0.0 0.1 -0.1 -0.60
O 0.924787 5.773235 6.255983 -0.1 -0.1 -0.1 -0.55
H -0.565486 7.527007 4.057589 0.0 0.0 0.0 0.33
H -0.301143 5.755857 3.947937 0.0 -0.1 0.1 0.25
H -1.367132 6.418945 5.212108 0.0 -0.1 0.0 0.20
C -2.092872 -3.926470 3.503292 -0.1 0.2 0.0 -0.58
N -2.332316 -5.060853 4.442748 0.0 0.0 0.0 0.91
O -3.042171 -4.872754 5.413126 0.0 0.0 0.0 -0.56
O -1.801178 -6.123751 4.185565 0.0 0.0 0.0 -0.57
H -2.630641 -3.062162 3.870731 0.0 0.0 0.0 0.27
H -1.026408 -3.733435 3.464904 0.0 0.0 -0.1 0.28
H -2.446012 -4.217107 2.520389 0.1 0.0 0.0 0.23
C -0.895219 2.481097 6.382513 0.1 0.0 -0.1 -0.45
N -2.119833 3.277376 6.097323 0.1 -0.1 0.0 0.96
O -2.035919 4.157372 5.265880 -0.1 0.0 0.0 -0.53
O -3.122194 2.991151 6.714060 0.0 0.0 0.0 -0.58
H -0.096559 2.862078 5.758365 0.0 0.0 0.0 -0.04
H -0.670568 2.605125 7.437169 0.0 0.0 0.0 0.30
H -1.125331 1.444253 6.155271 0.0 0.0 0.0 0.31
C -2.587606 -10.151929 -4.001959 0.1 0.0 -0.1 -0.70
N -3.775191 -9.286405 -4.240161 0.0 0.0 0.0 0.87
O -3.744426 -8.528291 -5.191728 0.0 -0.2 0.0 -0.56
O -4.695713 -9.391322 -3.464189 0.0 0.0 0.0 -0.50
H -1.854246 -9.942342 -4.770582 0.0 0.0 0.0 0.31
H -2.209691 -9.911712 -3.013005 0.0 0.0 0.0 0.29
H -2.928070 -11.181780 -4.040906 0.0 0.0 0.1 0.28
C -4.283258 9.580522 4.734783 -0.1 0.0 -0.1 -0.75
N -3.403223 8.422205 5.050232 0.0 0.0 0.0 0.88
O -3.287496 7.552185 4.214981 -0.1 0.0 -0.1 -0.48
O -2.856796 8.429503 6.133833 0.0 0.0 0.0 -0.51
H -4.695331 9.432207 3.744316 0.0 0.0 0.0 0.31
H -5.060208 9.608460 5.492141 0.0 0.0 0.0 0.28
H -3.669408 10.474389 4.784801 0.0 0.0 0.1 0.29
```
Forces are in eV/Å.

Output
HOMO in eV: -2.62
E in Ha: -3998.3273
Frontier orbital gap in eV: 3.9
Net charge: -1



Question: Among the records above, which one has the lowest frontier orbital gap?
Answer: C28H48N11O20S2



Question: Which of these has the highest HOMO?
Answer: C28H48N11O20S2



Question: Among the records above, which one has the lowest HOMO?
Answer: C28H48GeN2O4Si3Ti